[1]
Molecular formula: C12H26N4O3
Method: DFT, ωB97M-V with the def2-TZVPD basis set

Geometry (Å):
C 0.239 0.717 2.367
C -0.637 1.680 1.540
C 0.152 -0.718 1.677
C -1.206 -1.518 1.485
C -2.105 -0.846 0.500
C -3.455 -1.609 0.355
C 1.257 1.983 0.007
C 2.058 3.189 0.497
C 1.056 1.782 -1.474
C 0.766 0.479 -2.267
C 1.879 -0.662 -2.192
C 1.769 -1.951 -3.043
H -1.343 0.862 3.550
H -0.184 -0.121 4.257
H 1.282 0.953 2.380
H 0.775 -0.711 0.758
H 0.671 -1.376 2.372
H -1.630 -1.713 2.471
H -0.920 -2.558 1.218
H -1.622 -0.677 -0.506
H -2.410 0.160 0.944
H -4.193 -1.038 0.928
H -3.394 -2.672 0.781
H -4.206 -0.724 -1.299
H -4.545 -2.320 -1.028
H -0.785 2.943 0.123
H 1.819 1.102 0.479
H 1.958 2.251 -1.863
H 0.375 2.640 -1.739
H 0.589 0.463 -3.317
H -0.159 0.006 -1.894
H 2.159 -0.794 -1.076
H 2.853 -0.082 -2.420
H 0.806 -1.977 -3.496
H 2.619 -1.871 -3.945
H 2.873 -3.285 -1.856
H 1.321 -3.036 -1.689
H 2.785 3.879 2.003
N -0.308 0.658 3.691
N -3.704 -1.660 -1.089
N -0.092 2.264 0.492
N 1.972 -3.332 -2.390
O -1.772 1.945 1.995
O 2.358 4.202 -0.109
O 2.278 3.093 1.821

Forces on the atoms, in the same order (eV/Å):
C -1.6 -2.6 -0.7
C -0.9 0.0 3.8
C 0.2 -0.7 0.2
C 2.2 0.5 0.2
C -1.6 0.9 0.7
C 2.1 -0.1 0.4
C -0.3 -1.3 0.2
C 0.0 1.5 -0.9
C 1.3 2.5 -2.6
C -0.1 -2.8 2.1
C 2.6 2.4 2.4
C 3.8 -0.1 -2.3
H 1.7 -0.3 0.7
H 0.6 -1.8 0.5
H 0.5 0.5 0.0
H -0.6 -0.2 0.2
H 0.6 0.1 0.1
H -0.5 0.6 0.1
H 0.0 0.6 -0.5
H -0.5 -0.4 1.1
H 0.7 -1.2 -0.9
H -0.2 -0.4 0.0
H 0.0 1.4 -0.7
H 1.2 -1.8 0.1
H 1.2 1.0 -1.3
H 1.4 -0.4 -0.5
H -1.6 1.0 -0.4
H 0.6 -0.4 -0.7
H 0.1 -1.2 -0.2
H -0.2 1.6 -1.0
H 0.1 0.2 0.1
H -0.9 -0.7 -1.4
H -1.2 -1.0 -0.4
H -0.8 -0.2 -0.5
H -2.4 -0.1 2.2
H -0.8 -0.1 -0.8
H -0.8 -1.4 1.5
H 0.4 0.8 0.6
N -2.5 2.9 -0.9
N -4.1 0.0 0.3
N -1.2 -0.2 0.8
N 0.6 2.8 0.2
O 1.4 0.0 -1.6
O -0.2 -1.4 0.2
O 0.0 -0.8 -0.6

Properties
energy relative to the best compared isomer or geometry (same formula, charge and spin) = 3.6508 eV
LUMO level = 0.5 eV
SMILES = NCCCC[C@H](NC(=O)[C@@H](N)CCCCN)C(=O)O
spin multiplicity = 1
total charge = 0
F_max = 4.4 eV/Å

---

[2]
Molecular formula: C4H8ClF2N
Method: DFT, ωB97M-V with the def2-TZVPD basis set

Geometry (Å):
C 1.930 0.205 0.939
C 0.489 -0.190 0.893
C -2.461 -0.059 -0.207
C -0.271 0.720 -0.006
N -2.708 0.062 -1.544
F -0.074 0.841 -1.300
F -0.633 1.922 0.480
Cl -2.346 -1.681 0.476
H 2.263 -0.198 -0.065
H 2.137 1.310 1.114
H 2.426 -0.387 1.814
H 0.425 -1.120 0.377
H 0.099 -0.191 1.883
H -2.734 0.775 0.423
H -2.485 0.987 -2.073
H -2.695 -0.777 -1.998

Forces on the atoms, in the same order (eV/Å):
C 2.2 -0.8 0.6
C 0.3 1.8 -1.3
C 4.4 1.4 0.8
C -5.8 -1.7 1.2
N -0.5 3.7 0.0
F 1.5 0.0 -0.8
F 0.8 0.8 0.3
Cl -0.7 0.8 -0.5
H 0.8 1.0 1.2
H -0.3 -1.4 -0.5
H -0.5 1.0 -1.8
H -0.2 -1.1 0.2
H -1.0 -0.1 0.5
H -0.6 -0.5 0.4
H -0.4 -2.7 1.6
H 0.2 -2.1 -2.0

Properties
energy relative to the best compared isomer or geometry (same formula, charge and spin) = 3.3814 eV
LUMO level = 0.9 eV
spin multiplicity = 1
total charge = 0
F_max = 6.2 eV/Å

---

[3]
Molecular formula: C10H9AuClF5O4S
Method: DFT, ωB97M-V with the def2-TZVPD basis set

Geometry (Å):
Au 0.530 -0.709 -0.600
O 3.416 -2.620 0.578
Cl 3.185 -2.007 -0.690
O 4.324 -2.075 -1.539
O 2.815 -0.572 -0.476
O 2.010 -2.604 -1.340
F 1.118 6.651 -0.536
C 0.622 5.434 -0.490
C 1.461 4.342 -0.680
F 2.751 4.540 -0.904
C 0.940 3.072 -0.632
F 1.767 2.063 -0.824
C -0.437 2.844 -0.394
S -1.144 1.305 -0.328
C -1.251 3.987 -0.209
F -2.545 3.843 0.017
C -0.737 5.256 -0.255
F -1.516 6.316 -0.081
C -0.044 -3.401 1.276
C -1.286 -2.585 0.923
C -2.546 -3.462 0.942
C -1.188 -1.938 -0.445
H -0.219 -4.001 2.171
H 0.826 -2.769 1.460
H 0.219 -4.076 0.457
H -1.421 -1.800 1.675
H -2.486 -4.235 0.169
H -3.448 -2.873 0.765
H -2.644 -3.959 1.910
H -2.047 -1.303 -0.676
H -1.024 -2.666 -1.244

Forces on the atoms, in the same order (eV/Å):
Au -0.9 0.5 0.1
O -0.2 0.1 -0.4
Cl 1.2 0.5 0.5
O -0.5 -0.1 0.2
O -0.1 -0.2 -0.1
O -1.0 0.4 0.1
F 0.3 0.7 0.0
C -0.2 -0.6 0.0
C -0.5 0.6 0.1
F 0.2 0.0 0.0
C -1.5 0.3 0.2
F 0.3 -0.8 -0.1
C 1.8 1.8 -0.2
S -0.2 -3.4 -0.1
C 0.8 -1.1 -0.1
F -0.7 -0.2 0.1
C 0.8 0.2 -0.2
F -0.1 0.1 0.0
C 0.0 0.0 -0.1
C 0.4 0.3 0.2
C -0.1 0.0 -0.3
C -0.5 0.5 0.1
H 0.0 0.1 0.0
H 0.0 0.0 0.0
H 0.0 0.0 0.1
H 0.0 0.0 -0.1
H 0.0 0.0 0.1
H 0.0 0.0 0.0
H 0.1 0.1 -0.1
H 0.2 0.0 0.0
H 0.3 0.2 -0.1

Properties
energy relative to the best compared isomer or geometry (same formula, charge and spin) = 1.0643 eV
LUMO level = -3.4 eV
spin multiplicity = 1
total charge = 0
F_max = 3.4 eV/Å

---

[4]
Molecular formula: C8H19B3ClO11PS2
Method: DFT, ωB97M-V with the def2-TZVPD basis set

Geometry (Å):
O 2.729 0.492 4.572
P 1.425 1.165 5.211
O 1.274 2.590 4.532
S 1.525 1.319 7.133
B -0.193 0.157 4.833
O -1.052 0.472 3.815
B -2.341 0.476 4.318
S -3.494 1.852 4.015
O -2.735 -0.578 5.119
B -1.791 -0.696 6.097
Cl -2.179 -0.476 7.772
O -0.492 -0.861 5.678
H 2.490 -0.218 3.946
H 2.130 3.068 4.604
H -3.975 1.890 5.255
C 1.057 0.325 -0.691
C 0.235 -0.783 -0.072
O 0.749 -2.080 -0.425
C 1.799 -2.484 0.283
O 2.327 -1.871 1.177
O 2.181 -3.675 -0.174
C 3.341 -4.216 0.466
H 1.132 0.183 -1.769
H 0.596 1.293 -0.498
H 2.068 0.337 -0.285
H -0.781 -0.756 -0.459
H 0.178 -0.685 1.011
H 3.220 -4.230 1.546
H 4.224 -3.640 0.197
H 3.445 -5.232 0.099
C -1.957 3.281 -5.899
C -2.757 2.170 -5.256
O -2.233 0.876 -5.595
C -1.173 0.485 -4.890
O -0.644 1.101 -4.000
O -0.795 -0.711 -5.340
C 0.361 -1.254 -4.695
H -1.891 3.127 -6.976
H -2.429 4.245 -5.710
H -0.943 3.310 -5.502
H -3.779 2.171 -5.631
H -2.798 2.282 -4.174
H 0.237 -1.267 -3.615
H 1.247 -0.682 -4.963
H 0.462 -2.272 -5.059

Forces on the atoms, in the same order (eV/Å):
O -0.3 -0.6 -0.7
P 0.0 -0.2 1.8
O 0.7 0.5 -0.9
S 0.1 -0.1 -0.2
B 1.4 -0.3 -1.3
O -0.2 0.9 0.3
B -1.2 -0.1 -0.9
S 0.4 0.3 -0.6
O -0.5 0.7 0.4
B 0.0 -1.2 0.4
Cl -0.1 -0.2 0.2
O 0.3 0.3 0.9
H 0.4 0.3 0.1
H -0.7 -0.1 0.0
H -0.2 -0.4 0.2
C 0.3 -0.1 -0.1
C -0.2 0.4 0.0
O -0.1 -0.1 0.1
C 0.0 0.1 -0.1
O 0.0 0.0 0.2
O 0.0 0.0 0.0
C 0.1 -0.1 0.0
H -0.1 0.1 0.0
H -0.1 0.0 0.0
H 0.0 0.0 0.1
H 0.0 -0.2 -0.1
H 0.1 -0.1 0.0
H 0.0 0.1 0.0
H 0.0 0.1 0.1
H -0.1 0.0 -0.1
C 0.2 -0.1 -0.1
C -0.2 0.3 0.0
O 0.0 0.0 0.0
C 0.0 0.0 -0.1
O 0.0 0.0 0.1
O 0.0 0.0 0.0
C 0.1 -0.1 0.0
H -0.1 0.0 0.0
H 0.0 0.0 0.0
H 0.0 0.0 0.1
H 0.0 -0.1 -0.1
H 0.1 -0.1 0.0
H 0.0 0.1 0.0
H 0.0 0.1 0.1
H -0.1 0.0 -0.1

Properties
energy relative to the best compared isomer or geometry (same formula, charge and spin) = 0.3643 eV
LUMO level = 0.1 eV
spin multiplicity = 1
total charge = 0
F_max = 1.9 eV/Å

---

[5]
Molecular formula: C42H43ClP2Sn
Method: DFT, ωB97M-V with the def2-TZVPD basis set

Geometry (Å):
Sn -2.472 -2.307 -1.870
C 2.955 0.634 -0.431
C 2.917 -0.194 -1.481
C 3.537 -1.523 -1.649
C 2.524 -2.632 -1.191
C 2.357 -2.753 0.314
C 2.977 -2.122 1.349
C 4.042 -0.972 1.292
C 3.624 0.467 0.888
C -3.774 -3.253 -0.337
H 2.477 1.599 -0.587
H 2.084 -0.076 -2.176
H 4.464 -1.544 -1.068
H 3.748 -1.729 -2.711
H 1.506 -2.425 -1.610
H 2.746 -3.645 -1.617
H 1.931 -3.732 0.551
H 2.800 -2.566 2.360
H 4.867 -1.279 0.628
H 4.549 -0.895 2.278
H 2.960 0.925 1.636
H 4.519 1.113 0.883
H -4.116 -2.475 0.390
H -3.186 -4.084 0.134
H -4.642 -3.629 -0.916
P -2.331 -4.322 -6.765
P -3.120 -6.819 -4.636
C -1.269 -5.783 -6.445
C -1.653 -6.824 -5.663
C -2.361 -4.488 -8.620
C -1.339 -5.093 -9.372
C -1.503 -5.338 -10.750
C -2.631 -4.854 -11.426
C -3.636 -4.199 -10.690
C -3.524 -4.060 -9.300
C -1.090 -3.032 -6.360
C -0.699 -2.840 -5.020
C 0.223 -1.844 -4.690
C 0.772 -1.039 -5.699
C 0.360 -1.201 -7.027
C -0.577 -2.188 -7.351
C -3.607 -8.559 -5.164
C -3.871 -8.782 -6.529
C -4.240 -10.055 -6.972
C -4.333 -11.116 -6.057
C -4.006 -10.909 -4.713
C -3.648 -9.634 -4.263
C -2.353 -7.221 -2.997
C -3.189 -7.041 -1.870
C -2.703 -7.327 -0.598
C -1.381 -7.753 -0.432
C -0.563 -7.957 -1.542
C -1.053 -7.709 -2.831
H -0.287 -5.814 -6.959
H -1.061 -7.751 -5.692
H -0.409 -5.387 -8.888
H -0.736 -5.902 -11.295
H -2.723 -4.992 -12.513
H -4.513 -3.807 -11.214
H -4.345 -3.607 -8.738
H -1.121 -3.481 -4.235
H 0.497 -1.689 -3.633
H 1.522 -0.290 -5.429
H 0.783 -0.550 -7.800
H -0.892 -2.309 -8.387
H -3.764 -7.970 -7.250
H -4.457 -10.227 -8.027
H -4.662 -12.103 -6.398
H -4.029 -11.740 -4.002
H -3.376 -9.498 -3.214
H -4.218 -6.695 -2.005
H -3.363 -7.223 0.263
H -0.988 -7.928 0.564
H 0.460 -8.312 -1.420
H -0.423 -7.894 -3.703
Cl 0.444 -0.005 2.127
C 0.207 1.467 1.269
C 0.609 2.629 1.910
C 0.563 3.883 1.266
C 0.087 3.927 -0.080
C -0.241 2.749 -0.780
C -0.478 1.533 -0.005
C -1.339 0.482 -0.331
H 0.990 2.524 2.924
H 0.891 4.801 1.808
H -0.008 4.868 -0.654
H -0.369 2.745 -1.895
H -2.398 0.713 -0.641
H -0.960 -0.519 -0.105

Forces on the atoms, in the same order (eV/Å):
Sn -0.6 -0.8 0.5
C 0.0 -0.2 -0.7
C -1.3 -0.1 0.5
C -0.2 -1.2 0.1
C -0.1 0.3 0.1
C 1.6 -0.4 0.7
C 0.0 0.1 -0.6
C 0.1 -0.3 0.4
C 0.5 0.0 0.1
C 0.6 0.5 -0.7
H -0.4 0.0 0.2
H 0.4 0.8 -0.5
H -0.2 -0.5 -0.6
H 0.2 0.3 0.4
H 0.6 0.1 0.0
H 0.2 0.8 0.4
H -0.5 0.4 0.3
H 0.2 0.5 -0.9
H -0.4 0.0 0.4
H -0.6 -0.1 -0.4
H 0.2 -0.3 0.0
H -0.1 -0.3 0.2
H 0.3 -0.7 -0.4
H -0.7 0.6 -0.3
H 0.4 0.0 0.5
P 0.0 -0.5 -0.3
P -0.5 -1.2 0.2
C 0.1 -0.8 0.7
C 1.2 1.0 -1.2
C -0.2 0.4 -0.4
C -0.3 -0.1 -0.4
C 0.0 0.2 0.2
C -0.1 0.0 0.5
C 0.3 -0.2 -0.1
C 0.4 -0.1 -0.1
C 0.1 0.3 -0.3
C 0.0 0.4 -0.4
C -0.2 0.0 -0.1
C -0.1 -0.1 0.2
C 0.1 0.0 0.4
C 0.4 0.2 0.2
C 0.0 0.1 0.2
C -0.1 -0.3 0.3
C 0.0 0.0 0.4
C 0.0 0.2 0.0
C -0.1 0.1 -0.2
C -0.1 -0.1 -0.4
C -0.4 0.2 0.1
C 0.6 0.0 -0.3
C 0.1 0.1 0.0
C 0.0 0.0 -0.1
C -0.1 0.1 -0.3
C -0.1 0.1 0.4
H -0.7 -0.2 0.3
H -0.1 0.4 0.1
H -0.3 -0.1 -0.2
H -0.3 0.4 0.3
H 0.0 0.1 0.6
H 0.3 -0.2 0.3
H 0.2 -0.1 -0.1
H 0.2 -0.1 -0.3
H 0.1 -0.1 -0.6
H -0.3 -0.2 -0.2
H -0.2 -0.3 0.3
H 0.1 0.0 0.3
H -0.1 -0.1 0.2
H 0.1 0.1 0.3
H 0.2 0.4 0.1
H 0.0 0.3 -0.3
H -0.2 0.0 -0.3
H 0.3 -0.1 0.0
H 0.2 0.0 -0.1
H -0.1 -0.1 -0.1
H -0.3 0.1 0.0
H -0.1 0.1 0.4
Cl -0.5 0.4 -0.4
C 0.4 -0.5 0.6
C 0.3 0.6 -0.1
C -0.7 -0.7 0.1
C 0.1 -0.7 -1.6
C -1.2 1.6 1.1
C 0.4 -0.5 -1.2
C 0.3 1.5 0.4
H 0.0 0.2 -0.2
H -0.4 -0.8 -0.6
H 0.6 -0.5 0.6
H -0.3 0.1 1.3
H 1.5 -0.4 -0.6
H -0.7 0.2 0.8

Properties
energy relative to the best compared isomer or geometry (same formula, charge and spin) = 3.1083 eV
LUMO level (spin up / spin down) = -9.4 / -9.4 eV
spin multiplicity = 1
total charge = +2
F_max = 2.3 eV/Å